No. 1
Density functional theory data (ωB97M-V with the def2-TZVPD basis set) for a 10-piece molecular cluster, C22H64F6N2O16P overall in a non-equilibrium geometry.

```
111
Properties=species:S:1:pos:R:3:forces:R:3
P 0.410444 0.771984 -0.813412 -1.86 -1.17 0.47
F 0.666930 0.787557 0.789503 0.24 0.49 0.00
F 1.470015 -0.461712 -0.881129 0.07 0.15 -0.24
F -0.797161 -0.312336 -0.594689 0.40 0.17 0.09
F 0.127604 0.667272 -2.393480 0.39 0.26 -0.17
F -0.659361 1.965458 -0.625948 0.70 -0.33 -0.66
F 1.608759 1.822345 -1.098740 -0.11 0.04 0.02
C -4.905604 1.891302 6.992768 0.63 0.06 -0.10
O -3.777844 2.104244 6.174711 -0.16 0.38 -0.36
C -3.489749 1.038641 5.272992 0.10 0.30 0.85
C -2.358522 1.468991 4.371379 0.47 -0.39 0.10
N -2.761957 2.359433 3.296226 -0.23 -0.04 -0.30
C -1.672737 2.600223 2.348065 1.28 0.50 0.58
C -2.028872 3.555868 1.227217 -0.84 -0.47 0.33
O -2.018251 4.863676 1.772158 0.03 0.15 -0.15
C -2.453546 5.837878 0.844946 0.48 0.07 0.53
H -4.911703 2.756779 7.651713 -0.42 -0.02 0.07
H -4.794854 0.988437 7.605486 0.00 -0.08 -0.03
H -5.821441 1.809378 6.402023 -0.11 0.09 0.04
H -4.383944 0.767300 4.701066 0.08 -0.10 -0.04
H -3.161883 0.220037 5.929245 -0.06 -0.36 -0.51
H -1.900972 0.566477 3.954329 -0.18 0.01 -0.23
H -1.560820 1.914125 4.984033 -0.08 0.04 0.13
H -2.978680 3.259135 3.713762 -0.30 -0.03 -0.13
H -1.228488 1.671539 1.982504 -0.51 -0.10 -0.14
H -0.856376 3.071930 2.922943 0.20 0.01 -0.30
H -3.057036 3.318651 0.915892 -0.03 0.00 -0.17
H -1.395256 3.420208 0.348644 0.08 0.49 0.47
H -2.525293 6.767402 1.410030 -0.25 0.03 -0.07
H -3.419784 5.559823 0.417939 -0.04 0.10 -0.13
H -1.701126 6.006768 0.068141 -0.12 -0.21 -0.22
C -3.402326 -2.432871 -2.542784 -0.97 0.01 -0.72
O -2.176111 -3.080879 -2.375654 0.19 0.02 -0.18
C -1.159028 -2.529656 -3.190626 0.29 0.90 -0.20
C 0.218240 -2.934003 -2.721053 -0.27 -0.43 -0.32
N 0.642856 -4.263203 -3.180638 -0.05 0.76 -0.13
C 1.951622 -4.578304 -2.626513 -0.57 -1.49 -0.19
C 2.331185 -6.014708 -2.970478 -0.22 0.13 0.14
O 1.405749 -6.879594 -2.320492 0.47 -0.04 0.46
C 1.857039 -8.211673 -2.323930 -0.13 -0.05 -0.23
H -3.356771 -1.349755 -2.387289 0.19 -0.08 0.51
H -4.128046 -2.927280 -1.901141 0.08 0.25 0.25
H -3.817239 -2.529832 -3.559555 0.37 -0.26 -0.10
H -1.176436 -1.433223 -3.136844 -0.25 0.00 0.34
H -1.352288 -2.737847 -4.249989 0.12 -0.48 0.04
H 0.237956 -2.867059 -1.626493 0.04 0.20 0.05
H 0.898110 -2.174672 -3.108455 0.23 -0.14 0.02
H -0.020367 -4.936461 -2.809053 0.07 -0.11 -0.05
H 1.888348 -4.577353 -1.529213 0.51 0.42 0.03
H 2.746672 -3.937187 -3.003917 -0.21 0.36 0.10
H 3.359595 -6.150512 -2.610591 -0.07 -0.36 0.10
H 2.292200 -6.279651 -4.033001 0.14 0.49 -0.18
H 1.220495 -8.806489 -1.672644 -0.11 0.09 0.02
H 2.890073 -8.297683 -1.973884 0.06 0.08 0.08
H 1.808669 -8.630062 -3.336101 0.03 -0.08 -0.05
C -3.595347 -0.457031 1.196944 -0.13 -0.29 -0.54
C -4.565243 -1.442589 0.576187 -0.62 -0.18 -0.03
O -5.615706 -1.812935 1.471512 0.15 0.10 0.24
O -4.302280 0.703979 1.580754 -0.31 0.27 -0.20
H -2.865122 -0.249747 0.404087 0.24 0.10 0.38
H -3.137616 -0.892897 2.088290 0.25 -0.25 -0.28
H -4.066445 -2.356219 0.248538 0.22 -0.01 0.41
H -5.047632 -1.058368 -0.334997 0.28 0.45 0.08
H -5.851812 -0.990976 1.923978 0.00 -0.10 -0.03
H -3.699025 1.304647 2.066570 -0.43 -0.04 0.19
C 2.374259 5.233314 -1.820826 0.74 1.23 -0.16
C 3.630109 6.003283 -1.362931 -0.14 -0.78 -0.03
O 4.357187 6.485538 -2.498594 -0.16 0.33 0.26
O 1.301477 6.175357 -1.920750 -0.60 -0.41 0.54
H 2.201133 4.433586 -1.107358 -0.73 0.22 0.11
H 2.476792 4.804940 -2.818929 0.60 -0.29 0.12
H 4.269494 5.382952 -0.726198 0.14 -0.25 -0.41
H 3.315265 6.820267 -0.709127 -0.20 0.07 -0.18
H 4.463732 7.430807 -2.370272 0.18 -0.01 -0.16
H 1.521822 6.804415 -2.611709 0.12 -0.09 -0.10
C -1.192641 -3.829662 2.303212 -0.57 0.08 0.40
C -0.924631 -3.634169 0.823187 -0.31 0.44 0.53
O -1.950239 -4.256041 0.060749 0.34 0.26 -0.13
O -2.378112 -3.118499 2.705771 0.21 -0.46 -0.03
H -0.401841 -3.438122 2.945415 0.22 0.05 -0.35
H -1.330317 -4.884256 2.568593 0.18 -0.07 -0.25
H 0.082022 -3.990841 0.571608 -0.05 -0.13 -0.10
H -0.978471 -2.552284 0.653881 0.31 0.00 -0.04
H -2.005611 -3.724226 -0.764152 -0.09 -0.59 0.25
H -3.112977 -3.703559 2.494541 -0.15 0.28 -0.11
C 3.823925 0.034536 -3.655823 0.62 0.38 -0.54
C 3.043208 0.301630 -4.943063 -1.74 -0.68 0.67
O 3.271655 -0.660935 -5.971239 0.79 0.44 -0.28
O 3.161545 -0.888460 -2.818720 -0.09 -0.09 -0.31
H 4.062563 0.927929 -3.066932 -0.25 0.22 -0.32
H 4.788742 -0.365406 -3.988189 -0.09 -0.30 0.33
H 3.101171 1.325628 -5.308656 0.59 -0.16 -0.32
H 1.981428 0.151073 -4.698403 0.04 0.53 0.36
H 2.773602 -1.453686 -5.761605 -0.02 -0.01 0.15
H 2.451849 -0.413711 -2.348583 0.28 -0.40 -0.05
C 3.291060 2.618430 1.630683 -1.26 -0.58 -0.29
C 4.150065 3.375146 2.591328 0.57 0.63 -1.02
O 4.032483 4.798897 2.334811 0.08 -0.76 0.25
O 3.728102 2.761087 0.283799 0.47 0.19 0.03
H 2.269300 3.013643 1.689624 0.00 0.04 0.23
H 3.216441 1.558707 1.898639 0.26 -0.02 0.11
H 5.201080 3.132663 2.400514 0.01 -0.37 0.32
H 3.875695 3.110652 3.607444 -0.05 0.38 0.14
H 4.335288 4.835086 1.418151 -0.18 0.39 0.04
H 3.045550 2.375839 -0.292244 0.33 0.15 0.39
O 2.184160 -1.105571 2.286220 -0.04 0.00 -0.05
H 2.276531 -1.909332 1.762756 0.08 0.09 -0.07
H 1.719876 -0.491275 1.697595 0.04 -0.16 0.11
O 4.034822 -2.581637 -0.787923 -0.11 -0.16 -0.31
H 3.685211 -2.183341 -1.613520 0.25 0.03 0.52
H 4.699689 -1.957120 -0.484659 -0.08 0.06 -0.01
```
Forces are in eV/Å.

As for the HOMO energy: -0.2498 Eh. The largest force on an atom comes out at 2.242 eV/A. The charge is -1. For the HOMO-LUMO gap, the calculation gives 9.03 eV.

No. 2
Density functional theory data (ωB97M-V with the def2-TZVPD basis set) for one molecule with the formula C5H11BrIO2PSSi.

```
23
Properties=species:S:1:pos:R:3:forces:R:3
O 1.581249 -0.683861 2.055875 0.10 -0.42 -0.51
C 1.690057 -1.529200 1.215132 -0.23 0.42 0.61
I 2.910788 -3.248264 1.583455 0.08 -0.09 0.00
C 0.989444 -1.501457 -0.107985 0.10 -0.09 -0.16
Si 0.737999 0.282929 -0.658380 -0.25 0.10 -0.13
Br 0.113280 0.207902 -2.790118 0.06 0.03 0.10
C -0.463875 1.272105 0.363587 0.02 0.00 0.18
C -1.792149 0.599522 0.756343 -0.11 0.10 0.16
C -2.577864 -0.029501 -0.383220 -0.17 0.01 0.08
O -3.834460 -0.467397 0.139145 0.18 -0.15 -0.03
P 2.787389 1.267760 -0.691763 0.47 -0.18 -0.51
S 3.911765 0.708283 -2.194468 -0.16 0.02 0.16
H 0.011451 -1.984647 0.023928 0.10 0.06 0.01
H 1.535235 -2.070212 -0.863903 -0.06 0.04 0.08
H 0.084322 1.501241 1.288875 -0.09 0.06 -0.13
H -0.635511 2.229531 -0.144059 0.01 -0.14 -0.02
H -1.610409 -0.144692 1.542666 -0.05 0.04 -0.20
H -2.449391 1.359976 1.198814 0.14 -0.16 0.03
H -2.751602 0.720466 -1.164583 0.09 -0.11 -0.05
H -2.041982 -0.874137 -0.833950 0.02 0.12 0.01
H -4.094880 -1.282070 -0.304547 0.01 0.21 0.03
H 2.533219 2.648684 -0.595342 -0.09 0.06 0.10
H 3.365925 1.017039 0.564500 -0.18 0.08 0.17
```
Forces are in eV/Å.

As for the HOMO energy: -0.3177 Eh. As for the SMILES: O=C(I)C[Si@@](Br)(CCCO)[PH2]=S. The largest force on an atom comes out at 0.777 eV/A. For the HOMO-LUMO gap, the calculation gives 8.73 eV.

No. 3
Density functional theory data (ωB97M-V with the def2-TZVPD basis set) for a 2-piece molecular cluster, C4H11NO2S overall in a non-equilibrium geometry.

```
19
Properties=species:S:1:pos:R:3:forces:R:3
C -1.077831 0.725963 -0.473361 0.05 0.79 0.36
N -0.244524 1.368160 0.560181 -0.98 -1.33 0.92
C -0.391329 1.055959 1.893390 0.82 1.59 -0.06
O 0.244848 1.633688 2.752249 -0.06 -0.31 0.00
C -0.226356 -0.101366 -1.433008 0.93 0.78 -1.33
C -0.345194 -1.606522 -1.459823 -1.07 0.05 -0.45
S 0.346027 -2.413427 -0.013225 -0.18 -0.43 0.56
H -1.846938 0.155206 0.045820 0.17 -0.36 0.08
H -1.657379 1.536210 -0.921136 0.18 -0.19 -0.58
H 0.338427 2.171034 0.374840 -0.06 -0.02 -0.15
H -1.136233 0.314524 2.181207 -0.23 -0.44 -0.47
H -0.243696 0.218489 -2.488055 -0.92 0.23 0.23
H 0.800338 0.210216 -1.232787 0.20 -0.49 0.34
H -1.369349 -1.913928 -1.723990 -0.10 0.13 0.84
H 0.114965 -2.007618 -2.365249 0.86 0.04 0.40
H -0.553840 -2.058131 0.953692 0.24 -0.06 -0.70
H 1.758419 0.426449 0.716931 0.36 -0.17 0.13
H 2.793176 0.078986 1.797001 -0.09 0.14 -0.62
O 2.696465 0.206110 0.835318 -0.13 0.05 0.51
```
Forces are in eV/Å.

As for the HOMO energy: -0.3398 Eh. As for the SMILES: O=CNCCCS.O. Its relative energy (zero: lowest compared OMol25 entry of this formula, charge and spin) is 89.4 kJ/mol. The largest force on an atom comes out at 1.888 eV/A. For the HOMO-LUMO gap, the calculation gives 9.88 eV.

No. 4
Density functional theory data (ωB97M-V with the def2-TZVPD basis set) for a 2-piece molecular cluster, C6H10Br2ClO5PS overall in a non-equilibrium geometry.

```
26
Properties=species:S:1:pos:R:3:forces:R:3
O -1.330217 -0.332650 3.328230 1.76 1.14 2.07
C -1.985464 -0.821889 2.518767 -1.61 -1.29 -1.46
Br -2.862153 0.402480 1.233760 -0.09 -0.56 -0.02
C -2.215562 -2.347319 2.441273 -0.64 0.69 -1.04
C -1.442657 -2.952401 1.234330 -1.10 1.23 1.46
O -0.682395 -3.831776 1.428853 1.13 -1.41 -0.29
O -1.686779 -2.381198 0.036778 0.12 -0.71 0.20
C -1.048764 -3.079841 -1.030418 0.00 0.08 -0.29
Cl -2.081836 -2.774479 -2.487089 0.47 -0.06 0.59
P 0.666118 -2.383008 -1.533679 0.12 1.20 -1.26
O 0.944822 -1.143401 -0.455332 -0.13 -1.01 -0.59
Br 2.230337 -3.985436 -1.255683 -0.55 0.07 0.67
H -1.870527 -2.778203 3.390122 0.30 0.13 -0.57
H -3.295511 -2.578158 2.372246 0.46 0.29 -0.31
H -1.039050 -4.171264 -0.903521 0.04 0.47 0.26
H 1.376632 -0.469289 -1.021643 -0.24 -0.17 0.47
C 2.546928 3.166476 -0.019561 0.11 0.04 0.03
S 1.262838 2.604334 -1.149566 -0.05 0.12 0.11
O 1.938607 2.084423 -2.370882 0.01 -0.06 0.13
C 0.638665 4.247895 -1.534559 -0.03 0.11 -0.07
H 3.105438 2.297049 0.323746 -0.07 -0.02 -0.04
H 3.219991 3.851462 -0.536187 -0.04 -0.03 -0.06
H 2.086188 3.662271 0.835300 -0.04 -0.04 -0.02
H 1.440079 4.858921 -1.951078 0.04 -0.08 0.00
H 0.245148 4.707884 -0.627686 0.00 -0.06 0.01
H -0.160876 4.147116 -2.266521 0.03 -0.08 0.02
```
Forces are in eV/Å.

As for the HOMO energy: -0.3320 Eh. The largest force on an atom comes out at 2.942 eV/A. For the HOMO-LUMO gap, the calculation gives 9.39 eV.